C15H18BKN12S | wB97M-V/def2-TZVPD

```
48
Properties=species:S:1:pos:R:3:mulliken_spin:R:1
K -0.57 0.02 -0.30 -0.002
C -4.15 2.93 -0.07 0.000
C -2.76 2.90 -0.20 0.000
N -2.22 1.93 0.54 0.000
N -3.26 1.33 1.18 0.000
C -4.42 1.90 0.82 0.000
B -3.12 0.06 2.07 0.000
N -3.34 -1.20 1.18 0.000
C -4.52 -1.79 0.91 0.000
C -4.29 -2.81 0.01 0.000
C -2.91 -2.77 -0.21 0.000
N -2.34 -1.79 0.49 0.000
N -1.77 0.00 2.84 0.000
C -1.66 -0.22 4.17 0.000
C -0.33 -0.25 4.50 0.000
C 0.32 -0.04 3.28 0.000
N -0.54 0.11 2.29 0.000
N -4.23 0.14 3.13 0.000
C -4.58 1.23 3.86 0.000
C -5.34 0.81 4.92 0.000
C -5.38 -0.59 4.77 0.000
N -4.71 -0.99 3.71 0.000
H -4.86 3.60 -0.53 0.000
H -2.12 3.54 -0.79 0.000
H -5.36 1.55 1.21 0.000
H -5.43 -1.47 1.39 0.000
H -5.01 -3.50 -0.39 0.000
H -2.31 -3.42 -0.83 0.000
H -2.54 -0.36 4.78 0.000
H 0.10 -0.40 5.47 0.000
H 1.39 0.02 3.10 0.000
H -4.26 2.22 3.57 0.000
H -5.80 1.41 5.68 0.000
H -5.89 -1.32 5.39 0.000
C 5.60 -0.03 -1.08 0.003
C 4.59 -0.02 -2.16 0.033
N 4.85 -0.03 -3.46 0.115
N 3.66 -0.03 -4.04 0.134
C 2.62 0.00 -3.19 -0.117
S 0.99 0.01 -3.58 0.782
N 3.24 -0.02 -1.96 0.046
N 2.55 -0.01 -0.76 -0.001
H 6.59 -0.04 -1.52 0.000
H 5.48 -0.91 -0.44 0.004
H 5.49 0.86 -0.45 0.004
H 3.59 -0.04 -5.05 -0.007
H 2.79 0.82 -0.22 0.002
H 2.78 -0.85 -0.22 0.002
```

Summary:
HOMO (alpha / beta): -10.4 / -10.4 eV
Kohn-Sham gap (alpha / beta): 6.25 / 2.17 eV
LUMO (alpha / beta): -4.11 / -8.19 eV
net charge: +1
2S+1: 2



C44H76AlFLiN4NaO15P3S | wB97M-V/def2-TZVPD

```
147
Properties=species:S:1:pos:R:3:mulliken_charge:R:1
C 1.95 -0.10 3.39 -1.084
C 2.75 -0.34 2.06 -0.050
C 1.88 -0.93 0.91 0.550
C 2.37 -2.33 0.42 -1.010
C 1.51 -3.50 0.95 -0.166
C 0.58 -4.16 -0.12 -1.035
C -0.68 -3.25 -0.21 1.096
C -1.56 -3.52 -1.44 -0.155
C -3.03 -3.09 -1.16 -1.034
C -3.68 -2.13 -2.20 -2.099
C -3.27 -0.63 -2.08 1.700
P -1.67 -0.38 -3.03 0.236
S -0.20 0.07 -1.79 -0.327
C -4.42 0.09 -2.92 -1.738
N -4.34 -0.01 -4.35 -0.228
C -4.61 1.55 -2.23 0.216
C -4.58 2.68 -3.26 -1.427
C -4.67 4.09 -2.67 0.386
C -5.75 4.37 -1.86 -0.455
C -5.90 5.60 -1.25 -0.772
C -4.91 6.57 -1.44 1.013
C -5.07 7.90 -0.71 -1.467
C -3.85 6.29 -2.26 -0.759
C -3.70 5.05 -2.89 -0.491
N -3.55 1.54 -1.18 1.496
C -3.59 2.57 -0.13 0.403
C -2.62 3.52 0.09 -0.548
C -2.71 4.51 1.07 -0.382
N -3.75 4.58 1.89 -0.589
C -4.68 3.66 1.69 -0.740
C -4.70 2.67 0.73 -0.782
C -3.49 0.10 -0.74 -0.397
C -2.70 -0.27 0.52 -0.141
O -3.44 -1.03 1.48 -0.548
C -4.37 -0.28 2.19 0.487
O -4.92 -1.07 3.23 -0.382
C -6.31 -1.04 3.19 -0.069
C -6.95 -1.57 4.50 -0.636
O -8.07 -0.79 4.90 -0.529
H 0.88 -0.34 3.27 0.190
H 2.37 -0.72 4.20 0.242
H 2.02 0.94 3.74 0.312
H 3.59 -0.99 2.33 -0.081
H 3.19 0.63 1.80 0.350
H 1.97 -0.23 0.07 0.200
H 0.84 -1.00 1.26 -0.511
H 2.43 -2.33 -0.67 0.601
H 3.40 -2.43 0.79 0.458
H 0.84 -3.06 1.74 0.192
H 2.15 -4.26 1.47 0.372
H 1.14 -4.15 -1.06 0.189
H 0.29 -5.16 0.24 0.355
H -0.29 -2.21 -0.20 -1.037
H -1.26 -3.36 0.73 0.131
H -1.55 -4.61 -1.59 0.574
H -1.12 -3.10 -2.35 0.069
H -3.63 -4.02 -1.20 0.280
H -3.09 -2.74 -0.13 0.463
H -4.78 -2.25 -2.08 0.572
H -3.46 -2.49 -3.21 0.601
H -1.41 -1.48 -3.89 0.390
H -1.84 0.75 -3.87 0.238
H -5.41 -0.36 -2.72 0.653
H -3.60 0.55 -4.78 0.280
H -5.22 0.11 -4.81 0.359
H -5.62 1.53 -1.80 0.326
H -5.48 2.55 -3.88 0.394
H -3.73 2.61 -3.96 0.503
H -6.52 3.61 -1.68 0.405
H -6.76 5.76 -0.59 0.298
H -5.37 8.73 -1.36 0.322
H -4.11 8.11 -0.21 0.347
H -5.79 7.75 0.10 0.341
H -3.06 7.02 -2.43 0.440
H -2.83 4.84 -3.51 0.429
H -2.73 1.84 -1.75 0.725
H -1.74 3.53 -0.56 0.398
H -1.89 5.23 1.13 0.524
H -5.54 3.70 2.36 0.404
H -5.54 1.97 0.65 0.526
H -4.56 -0.11 -0.52 0.175
H -1.88 -0.91 0.20 -1.360
H -2.23 0.59 1.03 0.768
H -5.21 -0.04 1.49 -0.451
H -3.97 0.69 2.55 0.380
H -6.72 -1.65 2.33 -0.109
H -6.71 -0.01 3.05 0.543
H -7.30 -2.60 4.34 0.321
H -6.21 -1.55 5.31 0.310
H -8.73 -0.82 4.20 0.284
C 7.08 3.30 -0.96 -0.605
C 7.07 3.71 0.37 0.046
C 6.91 2.78 1.38 -0.413
C 6.75 1.44 1.04 0.004
C 6.74 1.03 -0.28 -0.272
C 6.91 1.96 -1.28 -0.539
N 6.60 0.44 2.11 1.086
O 6.59 0.84 3.26 -0.623
O 6.49 -0.72 1.78 -0.577
H 7.21 4.03 -1.75 0.373
H 7.20 4.76 0.61 0.159
H 6.91 3.10 2.41 0.449
H 6.61 -0.02 -0.53 0.482
H 6.90 1.65 -2.32 0.409
C 5.33 -4.50 5.57 -0.634
O 6.04 -3.93 4.47 -0.424
P 5.77 -4.61 2.96 1.483
O 4.29 -4.83 3.10 -0.667
O 6.66 -5.92 3.38 -0.353
C 8.06 -5.73 3.66 -0.720
O 5.90 -4.97 1.34 -0.442
C 5.30 -6.20 0.90 -0.517
H 5.86 -4.22 6.47 0.265
H 4.32 -4.10 5.62 0.180
H 5.30 -5.59 5.50 0.329
H 8.22 -5.80 4.73 0.234
H 8.42 -4.77 3.31 0.347
H 8.62 -6.52 3.16 0.262
H 4.23 -6.05 0.74 0.127
H 5.46 -7.00 1.62 0.308
H 5.77 -6.46 -0.04 0.270
C 8.19 6.92 2.77 -0.502
O 7.21 7.53 1.92 -0.605
H 7.96 5.86 2.84 0.088
H 9.18 7.05 2.34 0.326
H 8.15 7.36 3.77 0.331
H 7.41 8.47 1.86 0.348
C 1.38 -5.52 -4.66 -1.294
C -0.16 -5.50 -4.71 0.546
C -0.60 -5.72 -6.17 -1.534
O -0.59 -4.29 -4.31 -0.574
H 1.82 -4.73 -5.28 0.302
H 1.74 -5.38 -3.63 0.182
H 1.77 -6.48 -5.02 0.428
H -0.50 -6.40 -4.15 0.169
H -0.22 -4.93 -6.83 0.350
H -1.69 -5.73 -6.25 0.340
H -0.23 -6.68 -6.55 0.420
Na 5.63 8.47 0.80 1.029
O 2.43 5.36 -2.11 -0.505
P 0.95 5.42 -1.74 0.587
O 0.77 5.90 -0.29 -0.504
O 0.32 4.05 -1.86 -0.129
O 0.23 6.38 -2.68 -0.467
Li -7.45 -0.86 0.78 0.650
Al 0.60 -4.10 3.37 0.563
F -1.37 -0.60 -5.40 -0.806
```

Summary:
HOMO: -6.0 eV
Kohn-Sham gap: 1.54 eV
LUMO: -4.47 eV
net charge: +1



Calculated values (kcal per mole) of ΔE to the lowest compared entry with this formula, charge and spin for the records, taken in order: 27.5; 35.1.
Calculated values (eV) of total energy for the records, taken in order: -61559.3205; -136146.7834.